Molecular formula: H12O6
Method: DFT, ωB97M-V/def2-TZVPD

Last column: Löwdin charge in e.
CARTESIAN COORDINATES (ANGSTROEM)
H (9.103, 10.158, -6.561)  0.0596
H (9.429, 10.043, -10.314)  0.0123
H (8.637, 10.451, -7.971)  -0.0153
O (10.775, 14.988, -8.894)  0.3112
H (9.416, 11.150, -12.943)  0.0824
H (9.135, 8.854, -9.424)  0.0762
H (10.730, 14.266, -9.520)  0.0318
H (10.278, 14.680, -8.136)  0.1214
H (12.756, 12.487, -10.359)  0.0134
H (10.376, 10.091, -12.444)  0.0815
O (13.641, 12.124, -10.407)  0.0849
H (10.153, 12.298, -11.046)  0.0284
O (9.487, 9.744, -9.406)  -0.0312
H (13.841, 12.103, -11.343)  0.0709
O (8.482, 10.691, -7.057)  0.0341
O (10.550, 12.716, -10.282)  -0.0045
H (10.284, 12.168, -9.544)  0.0643
O (9.910, 10.881, -12.169)  -0.0213

Atoms 1-3, force components in eV/Å:
0.222 -0.216 0.336
-0.116 0.141 -0.547
0.169 -0.276 -0.756

As for the expectation value of S²: 0.756. The calculation puts the LUMO energy (spin up / spin down) at -0.12359 / -0.41610 Ha. The spin multiplicity is 2. As for the total charge: +1. For the gap between HOMO and LUMO (spin up / spin down), the calculation gives 12.231 / 2.706 eV. The energy above the lowest of the compared OMol25 structures with the same formula, charge and spin is 29.6 kcal/mol. The calculation puts the HOMO energy (spin up / spin down) at -15.59 / -14.03 eV.